Molecular formula: C5H6N2O
Method: DFT, wB97M-V/def2-TZVPD

Properties
**HOMO-LUMO gap**: 9.453 eV
**Energy relative to the best compared isomer or geometry (same formula, charge and spin)**: 143.15 kcal/mol
**Total charge**: 0

Element x y z (Å)
C: 0.83 -1.20 1.74
C: 1.16 0.02 0.84
C: 0.22 -0.09 -0.88
C: -0.94 0.05 -1.53
C: 0.00 0.52 0.29
H: 0.31 -1.02 2.68
H: 1.63 -1.92 1.77
H: -0.03 -1.85 1.25
H: 1.85 0.66 0.94
H: 2.28 -0.62 -1.06
H: -1.60 -0.41 -2.52
N: 1.51 -0.55 -0.44
N: -1.14 1.00 0.49
O: -1.82 0.77 -0.78